# 1
ORCA calculation (the ωB97M-V functional and the def2-TZVPD basis) on an isolated molecule of C21H27FN2O4.

Atoms and positions in Å:
C: 0.473 -4.017 -0.578
C: 0.075 -2.936 0.415
O: -1.041 -2.171 -0.048
C: -0.788 -1.222 -0.949
O: 0.294 -1.026 -1.441
C: -2.034 -0.478 -1.379
C: -3.188 -0.329 -0.377
C: -4.436 0.012 -1.206
C: -5.665 0.249 -0.341
C: -5.332 1.350 0.651
C: -4.110 0.935 1.456
N: -2.940 0.723 0.611
C: -1.788 0.447 1.463
C: -0.478 0.834 0.867
N: 0.667 0.167 1.197
C: 1.624 0.766 0.543
C: 3.022 0.400 0.556
C: 3.455 -0.652 1.367
C: 4.787 -0.997 1.364
C: 5.691 -0.308 0.571
F: 6.987 -0.713 0.632
C: 5.290 0.750 -0.247
O: 6.063 1.509 -1.062
C: 7.450 1.259 -1.160
C: 3.935 1.083 -0.234
O: 1.186 1.810 -0.185
C: -0.152 1.862 0.023
C: -0.962 2.922 -0.622
H: 1.278 -4.614 -0.160
H: 0.818 -3.560 -1.502
H: -0.374 -4.664 -0.795
H: 0.908 -2.250 0.595
H: -0.260 -3.371 1.359
H: -2.410 -1.046 -2.237
H: -1.730 0.501 -1.747
H: -3.346 -1.299 0.129
H: -4.626 -0.803 -1.906
H: -4.228 0.916 -1.783
H: -6.515 0.529 -0.965
H: -5.924 -0.666 0.196
H: -6.167 1.533 1.331
H: -5.115 2.275 0.115
H: -3.863 1.729 2.167
H: -4.353 0.024 2.033
H: -1.734 -0.613 1.754
H: -1.904 1.027 2.385
H: 2.741 -1.172 1.984
H: 5.160 -1.804 1.976
H: 7.955 1.396 -0.201
H: 7.823 1.994 -1.872
H: 7.654 0.254 -1.537
H: 3.611 1.894 -0.866
H: -2.011 2.723 -0.423
H: -0.693 3.899 -0.221
H: -0.779 2.940 -1.695

The charge is 0. Its SMILES is CCOC(=O)C[C@@H]1CCCCN1Cc1nc(-c2ccc(F)c(OC)c2)oc1C.

Results of the Löwdin charge analysis, in e, for atoms 1 through 6:
1 C -0.0586
2 C -0.2092
3 O -0.0156
4 C -0.5114
5 O 0.1147
6 C -0.0270

=====

# 2
ORCA calculation (the ωB97M-V functional and the def2-TZVPD basis) on the ion C21H27N2O4 with charge +1.

Atoms and positions in Å:
C: 4.508 -4.922 0.647
O: 3.318 -4.885 1.406
C: 2.259 -4.203 0.943
C: 2.228 -3.474 -0.247
C: 1.076 -2.812 -0.617
C: -0.059 -2.830 0.191
C: -1.276 -2.151 -0.275
O: -1.586 -2.046 -1.447
N: -2.115 -1.652 0.721
C: -1.580 -0.896 1.823
C: -1.300 0.555 1.357
N: -2.130 0.876 0.173
C: -2.071 2.318 -0.172
C: -0.679 2.725 -0.579
C: -0.063 3.824 0.003
C: 1.199 4.235 -0.420
O: 1.883 5.284 0.077
C: 1.297 6.078 1.085
C: 1.828 3.518 -1.441
C: 1.226 2.420 -2.017
C: -0.030 2.006 -1.589
O: -0.703 0.906 -2.072
C: -0.142 0.171 -3.146
C: -3.497 0.355 0.360
C: -3.426 -1.183 0.320
C: -0.034 -3.581 1.371
C: 1.105 -4.256 1.738
H: 5.200 -5.538 1.217
H: 4.933 -3.921 0.522
H: 4.342 -5.377 -0.333
H: 3.090 -3.431 -0.892
H: 1.042 -2.267 -1.548
H: -2.310 -0.907 2.636
H: -0.657 -1.347 2.184
H: -0.252 0.680 1.081
H: -1.538 1.266 2.151
H: -1.717 0.405 -0.664
H: -2.752 2.482 -1.013
H: -2.418 2.906 0.680
H: -0.588 4.364 0.775
H: 2.024 6.858 1.301
H: 0.366 6.538 0.742
H: 1.111 5.497 1.994
H: 2.798 3.847 -1.772
H: 1.738 1.898 -2.808
H: 0.862 -0.183 -2.901
H: -0.111 0.772 -4.057
H: -0.803 -0.684 -3.281
H: -4.144 0.726 -0.434
H: -3.876 0.719 1.318
H: -4.179 -1.610 0.988
H: -3.604 -1.552 -0.692
H: -0.925 -3.668 1.974
H: 1.135 -4.851 2.636

The charge is +1. Its SMILES is COc1ccc(C(=O)N2CC[NH+](Cc3cc(OC)ccc3OC)CC2)cc1.

Results of the Löwdin charge analysis, in e, for atoms 1 through 6:
1 C -0.0650
2 O -0.0603
3 C -0.2643
4 C 0.0056
5 C 0.0012
6 C -0.1568

=====

# 3
ORCA calculation (the ωB97M-V functional and the def2-TZVPD basis) on an isolated molecule of C21H27N3O2S.

Atoms and positions in Å:
C: -6.341 -2.903 0.503
O: -5.341 -2.028 0.049
C: -5.484 -0.681 0.287
C: -6.525 -0.151 1.028
C: -6.660 1.220 1.195
C: -5.744 2.066 0.610
C: -4.685 1.546 -0.114
C: -4.512 0.174 -0.289
N: -3.496 -0.361 -1.076
C: -2.723 0.489 -1.950
C: -1.476 1.066 -1.264
N: -0.664 -0.040 -0.793
C: 0.681 0.275 -0.348
C: 1.538 0.833 -1.488
C: 3.013 0.730 -1.090
N: 3.181 1.059 0.311
C: 4.080 0.490 1.147
O: 4.041 0.658 2.357
C: 5.161 -0.338 0.571
C: 5.732 -1.398 1.218
C: 6.828 -1.952 0.526
C: 7.100 -1.289 -0.628
S: 6.013 0.011 -0.902
C: 2.159 1.920 0.868
C: 0.791 1.227 0.864
C: -1.426 -0.833 0.155
C: -2.654 -1.416 -0.554
H: -7.321 -2.647 0.087
H: -6.047 -3.890 0.147
H: -6.403 -2.920 1.596
H: -7.260 -0.802 1.473
H: -7.485 1.609 1.772
H: -5.839 3.136 0.721
H: -3.978 2.235 -0.548
H: -3.351 1.285 -2.350
H: -2.387 -0.137 -2.785
H: -0.908 1.649 -1.990
H: -1.788 1.730 -0.440
H: 1.121 -0.691 -0.064
H: 1.365 0.258 -2.397
H: 1.273 1.872 -1.686
H: 3.618 1.401 -1.714
H: 3.357 -0.294 -1.256
H: 5.363 -1.760 2.160
H: 7.392 -2.797 0.877
H: 7.877 -1.480 -1.342
H: 2.129 2.839 0.274
H: 2.461 2.170 1.886
H: 0.658 0.660 1.786
H: 0.011 1.988 0.819
H: -0.797 -1.648 0.520
H: -1.761 -0.234 1.020
H: -3.218 -2.042 0.131
H: -2.317 -2.026 -1.399

The charge is 0. Its SMILES is COc1ccccc1N1CCN(C2CCN(C(=O)c3cccs3)CC2)CC1.

Results of the Löwdin charge analysis, in e, for atoms 1 through 6:
1 C -0.0864
2 O -0.1121
3 C -0.1969
4 C -0.0320
5 C -0.1011
6 C -0.1014

=====

# 4
ORCA calculation (the ωB97M-V functional and the def2-TZVPD basis) on an isolated molecule of C21H27N3O5S.

Atoms and positions in Å:
C: -3.760 -4.909 1.397
C: -4.288 -4.675 -0.016
O: -5.099 -3.518 -0.109
C: -4.527 -2.289 -0.145
C: -3.160 -2.028 -0.169
C: -2.699 -0.724 -0.222
C: -3.590 0.336 -0.250
N: -3.154 1.692 -0.275
C: -2.612 2.203 -1.521
C: -1.310 1.498 -1.929
O: -1.221 0.780 -2.896
N: -0.304 1.760 -1.051
N: 0.881 1.122 -1.110
C: 1.736 1.350 -0.196
C: 3.021 0.693 -0.187
C: 3.383 -0.205 -1.198
C: 4.606 -0.827 -1.173
C: 5.519 -0.578 -0.139
O: 6.682 -1.267 -0.220
C: 7.713 -1.073 0.739
C: 8.486 0.215 0.456
C: 8.623 -2.294 0.636
C: 5.165 0.317 0.868
C: 3.931 0.939 0.839
S: -2.488 2.221 1.156
C: -3.975 2.609 2.103
O: -1.776 3.443 0.884
O: -1.771 1.186 1.842
C: -4.957 0.081 -0.224
C: -5.421 -1.215 -0.174
H: -3.122 -4.089 1.715
H: -4.591 -4.987 2.093
H: -3.188 -5.832 1.424
H: -3.467 -4.630 -0.740
H: -4.955 -5.493 -0.302
H: -2.436 -2.826 -0.155
H: -1.637 -0.540 -0.231
H: -3.353 2.050 -2.309
H: -2.434 3.270 -1.374
H: -0.477 2.408 -0.276
H: 1.520 2.048 0.624
H: 2.678 -0.393 -1.992
H: 4.895 -1.523 -1.945
H: 7.278 -1.038 1.749
H: 8.946 0.155 -0.527
H: 7.822 1.077 0.471
H: 9.262 0.356 1.203
H: 9.036 -2.359 -0.367
H: 9.434 -2.217 1.353
H: 8.055 -3.199 0.835
H: 5.837 0.537 1.683
H: 3.670 1.628 1.629
H: -3.668 2.965 3.078
H: -4.552 1.699 2.191
H: -4.515 3.375 1.564
H: -5.651 0.908 -0.255
H: -6.478 -1.428 -0.160

The charge is 0. Its SMILES is CCOc1ccc(N(CC(=O)N/N=C/c2ccc(OC(C)C)cc2)S(C)(=O)=O)cc1.

Results of the Löwdin charge analysis, in e, for atoms 1 through 6:
1 C -0.0628
2 C -0.2434
3 O -0.0460
4 C -0.2611
5 C 0.0086
6 C 0.0007

=====

Table of energy above the lowest of the compared OMol25 structures with the same formula, charge and spin (kJ/mol), in record order: 79.0; 26.6; 250.3; 283.4
Table of gap between HOMO and LUMO (eV), in record order: 8.70; 8.93; 8.06; 8.35